[1]
The following is a quantum chemistry calculation of a molecular structure, C25H22N4O2PtS, from the OMol25 dataset.

The geometry in XYZ format:
```
55
Properties=species:S:1:pos:R:3:forces:R:3:nbo_charge:R:1
H 2.8849 3.3491 1.6919 -0.01 0.00 0.00 0.272
H -0.8727 2.5231 1.9408 0.07 0.00 0.05 0.247
H -3.8922 -4.1380 -2.4331 0.00 0.00 0.00 0.253
C -1.9496 2.4928 1.9329 0.02 -0.05 -0.04 -0.157
S -4.6063 0.0008 0.3916 -0.01 0.02 0.02 0.516
H 1.8171 0.3954 -4.7142 0.00 0.00 0.00 0.238
C -2.6249 1.4207 1.2718 0.00 0.01 0.02 0.300
N 1.4877 1.0094 -0.2413 0.02 0.14 0.08 -0.536
Pt 0.3294 -0.7855 0.1871 -0.06 -0.16 0.05 1.362
C -0.8428 -3.1069 -1.3258 0.01 -0.08 -0.06 -0.271
C 1.9734 1.3539 -1.4701 0.00 0.01 -0.08 0.236
C 2.8559 2.4517 -1.5987 -0.02 -0.03 -0.02 -0.121
H 3.3913 2.2901 -4.9490 0.00 0.00 0.00 0.245
H 3.8619 4.0266 -0.5219 0.00 0.00 0.01 0.246
C -4.8073 2.3661 1.8778 -0.02 0.04 0.02 -0.209
H 2.1519 -2.0397 2.6436 0.01 0.00 0.01 0.231
C 1.2444 1.2436 2.1524 0.09 -0.11 -0.06 0.728
H -1.4938 -4.7519 -2.5405 -0.01 0.00 0.00 0.244
N 0.3312 -2.5388 1.7879 -0.14 0.05 -0.04 -0.762
C 1.8201 1.7099 0.8281 -0.07 0.00 0.00 0.111
C 3.3644 2.7755 -2.8811 -0.01 -0.01 0.02 -0.143
C -2.6927 3.4474 2.5513 -0.03 -0.02 -0.01 -0.199
C 2.1077 0.9554 -3.8354 0.00 0.00 -0.01 -0.152
C -4.0663 1.3953 1.2552 0.04 -0.03 -0.01 -0.194
C 1.7336 -2.8689 2.0735 0.03 0.02 0.00 -0.251
C 3.0026 2.0411 -3.9715 0.00 0.00 -0.01 -0.186
H 2.6200 -1.9306 -0.9888 0.03 -0.02 0.01 0.408
H -5.8884 2.3520 1.8759 0.00 0.00 0.00 0.260
H 0.1918 -3.4259 -1.3880 0.00 0.02 0.03 0.216
H 3.0622 -1.1010 0.3386 -0.03 0.01 0.03 0.403
C -2.9532 -0.4453 0.1343 0.03 -0.02 -0.02 0.138
C 1.5976 0.6166 -2.6143 0.01 0.02 0.00 -0.258
C -3.1525 -3.5337 -1.9277 0.02 0.01 0.01 -0.209
N 2.3918 -1.7817 -0.0100 0.01 -0.03 -0.05 -0.800
H -0.1175 -2.0896 2.5797 0.02 -0.03 0.03 0.422
N -2.0407 0.3958 0.6518 -0.03 0.02 0.01 -0.467
C -1.1927 -1.9671 -0.6204 0.13 0.00 0.01 -0.253
H -4.6716 4.1644 3.0320 -0.01 -0.01 0.00 0.250
H -2.2130 4.2638 3.0721 0.02 0.00 -0.01 0.259
O 1.3275 1.9479 3.1268 -0.06 0.03 0.03 -0.554
C -4.1105 3.3878 2.5284 -0.03 0.01 0.00 -0.015
C -2.5636 -1.6229 -0.5685 -0.03 0.08 0.00 -0.097
H 2.0430 -3.8406 0.1733 -0.02 0.01 0.00 0.207
H 4.0408 3.6149 -2.9778 0.00 0.00 0.00 0.239
H -0.2124 -3.3450 1.4998 0.02 -0.02 0.04 0.397
C -3.5296 -2.4174 -1.2185 -0.05 -0.02 -0.01 -0.127
H 0.8832 -0.1953 -2.5173 0.00 0.00 0.01 0.212
C -1.8031 -3.8748 -1.9864 0.00 0.03 0.02 -0.095
O 0.6822 0.0614 2.1317 -0.04 0.06 -0.07 -0.740
C 3.1887 3.1823 -0.4385 -0.01 0.00 0.06 -0.074
H 3.5223 -3.3033 0.9621 0.00 -0.01 -0.02 0.233
C 2.6647 2.8224 0.7745 0.05 0.05 -0.07 -0.229
H 1.8191 -3.7717 2.6805 0.00 -0.01 -0.01 0.233
C 2.4823 -3.0390 0.7684 0.02 0.01 0.02 -0.239
H -4.5771 -2.1426 -1.1774 0.00 -0.01 0.00 0.232
```
Forces are in eV/Å.

Calculated values
Largest force on an atom, eV/Å: 0.18
2S+1: 5
Lowest unoccupied orbital energy (spin up / spin down), Ha: -0.2446 / -0.3485
Net charge: +2
ΔE to the lowest compared entry with this formula, charge and spin, kJ/mol: 0.0
<S²>: 6.048


[2]
The following is a quantum chemistry calculation of a molecular structure, C25H22N5S4Ti, from the OMol25 dataset.

The geometry in XYZ format:
```
57
Properties=species:S:1:pos:R:3:forces:R:3:nbo_charge:R:1
C 3.3555 -1.0919 0.0294 0.01 -0.01 -0.01 0.108
H 3.4318 -0.5610 0.9687 -0.03 0.01 0.00 0.239
C -1.5865 3.6380 -0.5335 0.00 0.00 -0.02 -0.241
N -1.8149 -1.3792 0.7481 0.13 -0.08 -0.06 -0.554
H 0.2806 2.8272 -3.2346 0.00 0.00 0.00 0.232
N -1.0969 1.3028 -0.5805 0.06 0.01 0.00 -0.479
C 3.0242 -2.4759 -2.2958 0.01 -0.03 0.02 -0.238
H -0.7368 4.8142 -2.1223 0.00 0.00 0.00 0.238
H -1.0623 3.1287 3.9515 0.00 0.00 0.00 0.237
S 0.0889 -3.3106 0.8597 -0.16 -0.04 -0.13 -0.358
H -2.2062 2.1779 0.9144 0.00 0.00 -0.01 0.217
S 1.2581 -1.1100 2.7002 0.39 0.15 -0.08 -0.191
C 0.5565 5.0248 3.0099 -0.02 0.03 0.03 0.261
C 0.5179 3.6487 2.5985 -0.02 -0.08 -0.01 -0.171
C 1.3312 1.8755 1.2004 -0.07 0.00 -0.05 -0.260
Ti 0.2914 -0.8204 0.6384 -0.33 -0.04 0.16 1.385
C -0.2781 2.7276 -2.3126 -0.05 0.02 -0.05 -0.241
S 1.9837 -3.9204 1.2038 0.18 0.06 0.14 0.011
C -3.5972 -2.3599 -0.4857 -0.07 0.06 0.11 -0.237
N 2.1200 -1.2436 -0.4710 -0.22 0.11 -0.01 -0.581
C 1.3960 3.1929 1.6145 0.03 0.05 -0.01 -0.142
S 2.2991 -2.8801 2.9818 -0.10 -0.25 0.06 -0.019
C -3.6159 -2.4280 1.9057 -0.03 -0.07 -0.04 -0.241
C -0.4476 1.4824 -1.7251 -0.01 -0.03 0.05 0.198
C 1.9530 -1.9355 -1.6143 0.06 0.08 0.00 0.251
H 5.4480 -1.4545 -0.1684 -0.01 0.00 0.01 0.249
H -0.3260 0.1260 -3.3751 0.05 -0.01 -0.02 0.220
C -2.3950 -1.6756 -0.4237 0.03 -0.08 -0.06 0.247
H 1.1697 0.2873 -2.4669 0.01 -0.03 0.04 0.236
H -5.1703 -3.2481 0.6682 0.00 0.00 0.00 0.240
C 4.3014 -2.3101 -1.7813 -0.01 0.01 0.02 -0.097
H 2.0322 1.5465 0.4350 0.01 0.01 0.00 0.213
H 0.5066 -2.1302 -3.1871 -0.02 0.01 0.00 0.215
C 4.4703 -1.6011 -0.6034 0.05 -0.03 -0.04 -0.240
H 2.1232 3.8738 1.1915 0.00 -0.01 0.00 0.234
C -0.4014 2.7733 3.1718 0.01 0.05 0.00 -0.171
C -4.2257 -2.7213 0.6939 0.02 0.01 0.00 -0.103
H -4.0312 -2.6035 -1.4459 0.01 0.00 0.00 0.237
C -0.4655 1.4603 2.7322 0.04 -0.04 -0.02 -0.178
H -1.9175 -1.9539 -2.4912 0.04 -0.03 0.02 0.228
C -0.8508 3.8259 -1.6972 0.00 -0.01 0.00 -0.127
C -2.3955 -1.7911 1.8908 -0.03 0.24 -0.09 0.104
N -0.2670 -0.9727 -1.5731 -0.04 -0.10 -0.08 -0.483
H -2.0682 4.4664 -0.0337 0.00 0.00 0.00 0.244
H 5.1540 -2.7308 -2.2975 0.00 0.00 0.01 0.241
H -1.8341 -1.6065 2.7967 -0.02 0.03 0.01 0.238
H 2.8589 -3.0229 -3.2142 -0.01 0.00 0.00 0.240
C 0.0853 0.2291 -2.3637 -0.01 0.08 0.00 -0.251
C 0.5364 -2.0965 -2.0926 0.09 0.02 -0.11 -0.276
C -1.6750 2.3642 -0.0093 -0.02 0.00 0.02 0.080
C -1.7260 -1.2272 -1.6979 -0.03 0.00 0.05 -0.256
H -1.1900 0.7925 3.1847 0.00 0.01 0.03 0.208
H -4.0584 -2.7254 2.8449 0.01 0.01 0.01 0.248
H 0.1297 -3.0262 -1.6956 0.02 -0.02 -0.01 0.272
N 0.5670 6.1296 3.3252 0.01 -0.01 -0.02 -0.274
C 0.3795 0.9963 1.7266 0.03 -0.06 0.16 -0.412
H -2.2101 -0.2977 -1.9934 0.00 -0.01 -0.05 0.249
```
Forces are in eV/Å.

Calculated values
Largest force on an atom, eV/Å: 0.43
Lowest unoccupied orbital energy, Ha: -0.1407
Net charge: +1
ΔE to the lowest compared entry with this formula, charge and spin, kJ/mol: 30.1


[3]
The following is a quantum chemistry calculation of a molecular structure, C25H23B2N13O4Ti, from the OMol25 dataset.

The geometry in XYZ format:
```
68
Properties=species:S:1:pos:R:3:forces:R:3:nbo_charge:R:1
B 0.7931 3.6014 -1.7843 0.00 0.12 -0.02 0.163
C 0.0106 -0.1043 5.9859 -0.01 -0.02 0.01 -0.326
C -0.5846 -2.9837 2.4362 0.00 0.00 -0.02 0.048
H -0.2022 -0.4578 -3.9204 0.00 0.01 -0.01 0.224
C 0.3791 1.1321 5.4355 0.00 0.00 -0.02 -0.032
C 1.7012 -2.5253 -2.3883 0.09 0.19 0.04 0.761
H -2.6151 1.5587 -0.9385 0.00 -0.01 -0.01 0.246
H 0.1915 1.4577 -5.7999 0.00 -0.01 0.00 0.252
N 1.2999 -0.0141 1.6047 0.03 -0.11 0.01 -0.338
H 1.3289 5.7520 -0.2937 0.00 0.01 0.02 0.248
H -0.0901 -0.3746 7.0219 0.01 0.00 0.00 0.243
C -2.7485 -1.4990 -2.2794 0.00 0.21 0.04 0.767
N -0.3746 -1.8471 1.7607 0.02 -0.02 0.01 -0.309
H 2.5808 0.4801 3.1964 0.01 -0.01 0.00 0.246
C 0.5150 2.6816 -3.9957 0.03 0.02 0.04 0.040
C -1.1719 -4.6795 -3.6828 -0.01 -0.02 -0.01 -0.127
C 0.2403 1.5565 -4.7309 -0.03 -0.05 -0.07 -0.317
C -2.2749 1.4040 0.0692 0.02 -0.02 0.03 0.033
C 0.1502 -4.3513 -3.3964 0.03 0.01 0.00 -0.187
C 0.0402 0.5812 -3.7697 -0.01 -0.05 0.09 0.016
O -2.0010 -0.5145 -1.7974 -0.09 -0.12 0.05 -0.729
C -0.2031 -0.9064 4.8977 -0.05 0.01 -0.03 -0.018
N 0.4845 2.3896 -2.6795 -0.03 -0.07 -0.04 -0.286
C 1.1608 4.8796 0.3133 0.00 0.01 -0.01 -0.002
Ti -0.1705 -0.6060 -1.1440 -0.10 -0.41 -0.09 1.754
B -0.0397 -0.4003 2.2586 -0.01 0.08 0.05 0.942
H 1.3611 5.3737 2.4247 0.00 0.00 0.00 0.254
H 4.3941 0.8803 1.1769 0.00 0.00 0.00 0.247
C -1.8628 -2.6422 -2.6828 -0.03 -0.02 0.00 0.102
H -1.9569 1.5255 3.3074 -0.02 0.00 0.00 0.245
C -1.9557 1.3939 2.2394 0.02 -0.04 0.04 0.024
N 0.8587 3.6423 -0.3059 -0.01 -0.07 0.04 -0.167
H -1.3976 -5.6035 -4.1983 0.00 0.00 0.00 0.245
C -2.2021 -3.8093 -3.3378 -0.02 0.02 0.00 -0.186
N -1.1052 0.5356 1.6599 -0.05 -0.10 -0.03 -0.336
C 0.3868 -3.1607 -2.7386 0.01 -0.03 -0.01 0.109
N 0.6865 2.6929 0.5850 -0.04 0.03 -0.08 -0.272
H -1.0483 -5.0382 1.7782 0.00 0.00 0.01 0.252
N 0.0296 -0.1822 3.7695 0.06 -0.02 -0.02 -0.386
H 2.9790 0.2666 -1.0757 0.00 0.00 -0.01 0.247
H -0.5365 -3.0252 3.5029 0.02 0.00 0.04 0.222
C -0.8409 -4.0080 1.5528 0.01 0.01 0.00 -0.331
H 0.9820 -4.9804 -3.6807 0.00 0.00 0.00 0.264
C -0.7627 -3.4071 0.3102 0.01 -0.06 -0.03 0.022
N 1.4074 -0.0964 0.2645 -0.01 0.24 -0.08 -0.330
N -0.4770 -2.1032 0.4223 -0.04 0.02 0.05 -0.335
H 0.0332 4.5220 -2.0753 -0.02 -0.02 0.01 0.078
H -0.8982 -3.8796 -0.6447 0.00 0.02 0.03 0.218
H -3.2376 -4.0082 -3.5757 0.00 0.00 0.00 0.264
O -3.9369 -1.4866 -2.4155 0.01 -0.01 -0.02 -0.516
H 1.8556 4.1056 -2.1408 0.01 -0.02 0.00 0.079
O 2.7674 -3.0327 -2.5803 -0.01 -0.01 -0.02 -0.516
C 2.6545 0.2665 -0.0511 -0.03 -0.05 0.03 0.026
H 0.6351 2.0492 5.9419 0.00 0.00 0.00 0.219
O 1.4835 -1.3188 -1.8812 0.02 -0.15 0.05 -0.727
N -1.3004 0.5270 0.3286 0.13 0.23 -0.12 -0.332
N 0.1833 1.0698 -2.5302 0.05 0.13 0.10 -0.339
C 0.8664 3.2696 1.7751 0.01 0.05 0.08 0.098
C 3.3664 0.5733 1.1019 0.01 0.05 -0.02 -0.334
C 1.1702 4.6651 1.6385 0.00 -0.01 0.01 -0.302
H -3.5039 2.7081 1.3736 0.00 0.00 0.00 0.247
N 0.3887 1.0856 4.1176 0.01 0.04 -0.01 -0.326
C -2.7218 1.9803 1.2521 0.01 0.05 -0.02 -0.333
N -0.6064 -2.3665 -2.3753 0.01 0.05 -0.07 -0.450
H 0.7735 2.6754 2.6766 -0.02 0.01 -0.02 0.268
H 0.7373 3.6851 -4.3163 0.00 0.00 -0.01 0.239
H -0.5187 -1.9292 4.8953 -0.03 -0.03 -0.01 0.209
C 2.4694 0.3742 2.1318 -0.01 -0.06 0.02 0.031
```
Forces are in eV/Å.

Calculated values
Largest force on an atom, eV/Å: 0.43
2S+1: 2
Lowest unoccupied orbital energy (spin up / spin down), Ha: -0.1585 / -0.2132
Net charge: +1
<S²>: 0.766


- Among the records above, which one has the lowest largest force on an atom?
  C25H22N4O2PtS